Here is the molecule CH4FIP2 at a distorted geometry from OMol25. Energies are from ωB97M-V with the def2-TZVPD basis set.

- energy above the lowest of the compared OMol25 structures with the same formula, charge and spin (kcal per mole) = 45.70
- SMILES string = C[P@@H](I)=PF
- HOMO energy (spin up / spin down) (eV) = -7.754 / -8.096
- LUMO (spin up / spin down) (eV) = -1.6096 / -1.6344
- HOMO-LUMO gap (spin up / spin down) (eV) = 6.144 / 6.462
- spin multiplicity = 1
- DFT total energy (eV) = -30496.6027

Bonds (Å) are listed after each position.
Cartesian coordinates (Å):
1 C 0.6067 0.8586 -0.3454  P2 1.901, H6 1.092, H7 1.101, H8 1.055
2 P -0.6110 -0.3495 0.4752  C1 1.901, I3 2.709, P4 2.245, H9 1.497
3 I -3.0805 0.6452 -0.0260  P2 2.709
4 P 0.4460 -2.3289 0.4210  P2 2.245, F5 1.623
5 F 0.9775 -2.1114 -1.0967  P4 1.623
6 H 1.2868 0.1445 -0.8148  C1 1.092
7 H 0.9880 1.4439 0.5062  C1 1.101
8 H -0.0419 1.4242 -0.9553  C1 1.055
9 H -0.5718 0.2733 1.8358  P2 1.497